[1]
Entry from the Open Molecules 2025 dataset: a 3-piece molecular cluster, C19H52N8O6P3S overall (ωB97M-V with the def2-TZVPD basis set).

XYZ file:
```
89
Properties=species:S:1:pos:R:3:lowdin_charge:R:1
C -0.537 -0.802 0.213 -0.09
C 0.404 -0.734 -1.017 -0.38
C -0.278 0.217 -2.067 -0.10
C 1.881 -0.298 -0.783 -0.16
C 2.409 -0.176 0.675 -0.20
N 2.816 1.204 0.983 -0.08
C 1.825 2.021 1.655 -0.72
S 0.435 2.555 0.582 0.82
C 1.315 1.463 3.022 -0.78
O 0.114 1.712 3.308 -0.10
O 2.105 0.832 3.739 -0.03
P 2.698 3.626 2.080 0.48
N 1.802 4.687 2.765 -0.18
O 3.327 4.166 0.670 -0.18
O 3.935 3.213 3.051 -0.17
H -0.583 -1.848 0.552 0.07
H -1.552 -0.476 -0.028 0.07
H -0.219 -0.219 1.079 0.04
H 0.405 -1.722 -1.490 0.10
H -0.812 -0.370 -2.821 0.07
H -1.011 0.858 -1.568 0.05
H 0.437 0.892 -2.548 0.06
H 2.073 0.663 -1.267 0.08
H 2.521 -1.011 -1.323 0.09
H 1.777 -0.637 1.440 0.11
H 3.349 -0.745 0.698 0.11
H 3.711 1.234 1.447 0.09
H 1.021 2.770 -0.619 -0.12
H 0.867 4.296 2.859 -0.04
H 4.288 4.136 0.778 0.06
H 3.937 3.920 3.712 0.07
O -4.443 3.038 2.146 -0.28
P -4.394 2.734 3.625 0.79
N -5.744 1.661 3.665 -0.33
C -6.800 1.567 4.640 -0.15
C -5.446 0.347 3.115 -0.14
N -4.763 4.380 4.141 -0.33
C -6.129 4.813 4.379 -0.16
C -4.108 5.398 3.315 -0.15
N -3.867 2.307 5.260 -0.32
C -4.322 2.954 6.468 -0.16
C -2.384 2.233 5.294 -0.13
H -6.495 1.026 5.551 0.08
H -7.650 1.026 4.212 0.08
H -7.203 2.537 4.921 0.05
H -4.884 -0.271 3.832 0.08
H -4.849 0.437 2.205 0.07
H -6.361 -0.182 2.840 0.07
H -6.790 4.576 3.533 0.09
H -6.163 5.892 4.547 0.08
H -6.542 4.383 5.293 0.05
H -4.652 5.583 2.380 0.08
H -3.092 5.100 3.058 0.08
H -4.044 6.340 3.866 0.08
H -4.012 4.003 6.540 0.08
H -3.896 2.421 7.323 0.09
H -5.402 2.893 6.596 0.06
H -1.934 3.229 5.213 0.08
H -2.011 1.632 4.459 0.06
H -2.029 1.760 6.210 0.08
O 1.474 -3.003 -4.195 -0.27
P 2.460 -4.021 -4.721 0.77
N 3.612 -3.880 -3.455 -0.33
C 5.052 -3.849 -3.536 -0.14
C 3.188 -4.528 -2.221 -0.14
N 2.877 -3.117 -6.171 -0.33
C 3.997 -2.187 -6.191 -0.14
C 1.725 -2.441 -6.777 -0.15
N 3.200 -5.496 -5.393 -0.32
C 4.255 -5.507 -6.380 -0.15
C 2.139 -6.422 -5.836 -0.15
H 5.495 -4.850 -3.665 0.08
H 5.461 -3.431 -2.612 0.09
H 5.417 -3.194 -4.322 0.05
H 3.324 -5.620 -2.274 0.08
H 2.134 -4.325 -2.021 0.07
H 3.748 -4.148 -1.366 0.08
H 3.954 -1.473 -5.357 0.09
H 4.004 -1.621 -7.125 0.08
H 4.958 -2.702 -6.178 0.05
H 1.488 -1.498 -6.273 0.08
H 0.837 -3.072 -6.741 0.07
H 1.931 -2.225 -7.829 0.08
H 3.945 -5.102 -7.350 0.08
H 4.570 -6.543 -6.536 0.09
H 5.146 -4.981 -6.045 0.06
H 1.629 -6.051 -6.736 0.08
H 1.387 -6.540 -5.049 0.07
H 2.540 -7.415 -6.046 0.07
```

Total charge: -1


[2]
Entry from the Open Molecules 2025 dataset: a 6-piece molecular cluster, C19H53N3O9 overall (ωB97M-V with the def2-TZVPD basis set).

XYZ file:
```
84
Properties=species:S:1:pos:R:3:lowdin_charge:R:1
C 2.593 5.170 -2.090 -0.11
O 2.175 4.944 -3.419 -0.21
C 3.212 5.178 -4.362 -0.22
C 2.587 5.179 -5.744 -0.21
N 2.005 3.863 -5.998 -0.07
C 1.218 3.784 -7.231 -0.20
C -0.066 4.605 -7.252 -0.22
O 0.193 5.925 -7.692 -0.20
C -0.666 6.884 -7.121 -0.12
H 2.910 6.217 -1.980 0.09
H 3.416 4.478 -1.879 0.09
H 1.754 5.071 -1.403 0.08
H 3.857 4.294 -4.320 0.13
H 3.639 6.168 -4.186 0.12
H 3.331 5.365 -6.521 0.13
H 1.834 5.973 -5.830 0.11
H 1.440 3.550 -5.218 0.10
H 0.996 2.721 -7.356 0.11
H 1.908 3.969 -8.058 0.12
H -0.387 4.624 -6.206 0.12
H -0.826 4.133 -7.876 0.12
H -1.566 7.144 -7.677 0.08
H -0.088 7.809 -7.003 0.09
H -0.861 6.605 -6.079 0.08
C -2.438 0.183 2.793 -0.11
O -2.118 -1.179 2.650 -0.20
C -1.679 -1.763 3.866 -0.20
C -1.364 -3.239 3.581 -0.21
N -2.369 -4.214 3.960 -0.06
C -2.217 -4.713 5.341 -0.21
C -3.249 -5.792 5.610 -0.21
O -4.275 -5.217 6.425 -0.20
C -5.126 -6.160 7.013 -0.13
H -1.521 0.783 2.851 0.08
H -3.038 0.383 3.689 0.09
H -3.031 0.597 1.977 0.09
H -2.545 -1.841 4.540 0.12
H -0.860 -1.218 4.343 0.11
H -0.403 -3.472 4.064 0.11
H -1.058 -3.397 2.545 0.10
H -3.286 -3.772 3.937 0.11
H -2.268 -3.922 6.103 0.12
H -1.195 -5.076 5.485 0.11
H -2.764 -6.625 6.130 0.12
H -3.745 -6.114 4.694 0.12
H -4.598 -6.867 7.666 0.08
H -5.640 -6.801 6.286 0.09
H -5.848 -5.609 7.609 0.09
C 2.728 -5.056 2.117 -0.11
O 1.868 -4.379 1.237 -0.22
C 1.969 -4.775 -0.115 -0.24
C 0.784 -4.325 -0.930 -0.21
N 0.708 -2.857 -1.068 -0.03
C -0.075 -2.286 0.005 -0.22
C -0.204 -0.776 0.014 -0.21
O -1.224 -0.414 -0.916 -0.19
C -1.148 0.914 -1.404 -0.10
H 2.575 -4.624 3.100 0.08
H 3.775 -4.951 1.807 0.09
H 2.507 -6.131 2.082 0.09
H 2.001 -5.881 -0.101 0.12
H 2.946 -4.506 -0.539 0.13
H -0.114 -4.768 -0.476 0.12
H 0.845 -4.769 -1.925 0.12
H 0.218 -2.735 -1.948 0.11
H 0.268 -2.530 1.010 0.10
H -1.112 -2.655 -0.016 0.13
H 0.702 -0.217 -0.246 0.11
H -0.501 -0.475 1.020 0.09
H -2.128 1.052 -1.855 0.09
H -0.326 1.110 -2.098 0.09
H -1.026 1.622 -0.575 0.08
C 2.242 2.333 0.875 -0.14
O 1.130 2.363 1.753 -0.15
H 3.140 1.988 1.399 0.08
H 2.093 1.590 0.073 0.07
H 2.375 3.272 0.342 0.06
H 1.151 1.524 2.237 0.03
O -0.605 4.494 0.716 -0.07
H -0.938 4.590 1.614 0.03
H -0.008 3.733 0.766 -0.01
O 1.570 0.279 3.719 -0.04
H 2.511 0.295 3.932 0.06
H 1.329 -0.656 3.737 0.04
```

Structure (SMILES): COCCNCCOC.COCCNCCOC.COCCNCCOC.CO.O.O
Energy above the lowest of the compared OMol25 structures with the same formula, charge and spin: 20.50 kcal/mol


Looking at HOMO energy for the records above, in order, we have -0.177 -0.309 hartree.
Looking at largest force on an atom for the records above, in order, we have 7.5 1.7 eV/Å.